No. 1
This record from the Open Molecules 2025 dataset describes a cluster of 5 separate species, H10O5 in total at a distorted geometry. The level of theory is ωB97M-V/def2-TZVPD.

ORCA input file:
```
! wB97M-V def2-TZVPD RIJCOSX def2/J DEFGRID3
* xyz -1 2
O 2.18350 -1.59679 -0.55006
O 0.39561 2.24306 1.69742
O -0.90223 -0.67322 2.51151
O -1.13013 -0.43731 -0.45951
O -0.38086 0.53467 -2.90149
H 2.19037 -2.54562 -0.77309
H 0.85611 3.00737 1.37233
H -1.35122 -1.12217 3.23677
H -0.85128 0.10894 -1.19997
H -0.74568 0.19589 -3.77805
H 1.38562 -1.42496 0.03224
H -0.44341 2.28270 1.09017
H -1.21527 -1.02054 1.70048
H -1.77259 -0.89823 -0.92330
H 0.62009 0.85333 -3.14044
*
```

As for the relative energy (zero: lowest compared OMol25 entry of this formula, charge and spin): 1.221 eV. For the gap between HOMO and LUMO (alpha / beta), the calculation gives 2.818 / 10.134 eV.

No. 2
This record from the Open Molecules 2025 dataset describes the molecule C7H7NO at a distorted geometry. The level of theory is ωB97M-V/def2-TZVPD.

ORCA input file:
```
! wB97M-V def2-TZVPD RIJCOSX def2/J DEFGRID3
* xyz 0 1
C 2.11412 -0.47322 -0.10444
C 0.85193 -0.30239 0.09043
C 0.20623 -0.50531 1.32593
O -0.90366 0.50236 1.52060
C -0.74273 1.10160 0.25308
C -1.27431 1.40338 -1.15057
C -0.36679 0.02101 -0.78249
C -0.96484 -1.18091 -0.83900
N -1.66189 -2.06453 -0.95798
H 2.37902 -0.60600 -1.27158
H 2.90512 -0.68277 0.67443
H -0.30739 -1.53411 1.45266
H 1.13390 -0.67726 2.14936
H 0.02724 1.73467 0.50658
H -1.01611 2.24900 -1.63668
H -2.37985 1.01447 -1.23033
*
```

As for the relative energy (zero: lowest compared OMol25 entry of this formula, charge and spin): 7.138 eV. For the gap between HOMO and LUMO, the calculation gives 9.948 eV. The SMILES is C=C1CO[C@@H]2C[C@@]12C#N.

No. 3
This record from the Open Molecules 2025 dataset describes a cluster of 13 separate species, C47H117Cl8O32P5 in total at a distorted geometry. The level of theory is ωB97M-V/def2-TZVPD.

ORCA input file:
```
! wB97M-V def2-TZVPD RIJCOSX def2/J DEFGRID3
* xyz 0 1
Cl 15.15374 28.18059 -24.02862
C 13.86296 26.90686 -24.06119
C 14.37706 25.62680 -23.39069
Cl 14.92470 25.79561 -21.68021
H 13.70139 26.85230 -25.13778
H 13.03978 27.32288 -23.48031
H 15.19544 25.17305 -23.94967
H 13.54995 24.92105 -23.46740
Cl 6.82876 26.86725 -20.64587
C 7.44278 25.33034 -20.16916
C 8.84089 25.19400 -20.75947
Cl 9.63928 23.61099 -20.40936
H 6.76539 24.51859 -20.43433
H 7.40217 25.30845 -19.08013
H 9.46104 26.01465 -20.39890
H 8.83944 25.47775 -21.81190
Cl 2.69478 32.92593 -22.06861
C 1.72604 31.52067 -21.44051
C 0.38550 31.90672 -20.89933
Cl 0.60135 32.97320 -19.43348
H 2.30915 31.07243 -20.63604
H 1.67843 30.87857 -22.32002
H -0.24052 31.09430 -20.53031
H -0.32247 32.43503 -21.53789
Cl 14.93109 37.25841 -21.62953
C 16.11988 36.54551 -20.51987
C 16.34919 37.28456 -19.24129
Cl 17.58530 36.38858 -18.37834
H 16.99451 36.63911 -21.16357
H 15.81488 35.50537 -20.40497
H 15.42063 37.26793 -18.67067
H 16.47313 38.36725 -19.21815
C 6.93347 20.25507 -28.69764
O 7.27619 21.46244 -29.45805
P 6.52110 22.89889 -29.27475
O 5.11104 22.92368 -29.77506
O 6.79128 23.35578 -27.75557
C 6.86245 24.75057 -27.43342
O 7.48041 23.99466 -30.07981
C 8.89162 24.01439 -29.88742
H 5.90009 20.30676 -28.35480
H 7.62183 20.03733 -27.88103
H 7.08454 19.38523 -29.33690
H 6.49085 25.44747 -28.18465
H 7.86519 25.10589 -27.19604
H 6.25980 24.82302 -26.52806
H 9.19095 23.09714 -29.38032
H 9.28027 24.82380 -29.26943
H 9.34008 23.84366 -30.86611
C 17.65385 36.32516 -27.71863
O 17.53519 37.75399 -27.64100
P 17.63799 38.62243 -28.99891
O 18.88887 38.55768 -29.77358
O 17.38702 40.14507 -28.54772
C 16.38169 40.64600 -27.64765
O 16.28692 38.26214 -29.81462
C 15.96706 38.76539 -31.10481
H 18.08031 35.90171 -26.80928
H 18.17144 36.09233 -28.64922
H 16.62841 35.98315 -27.85863
H 15.78962 41.44142 -28.10025
H 16.78713 41.16941 -26.78177
H 15.56307 39.94989 -27.46492
H 15.02710 39.31356 -31.16883
H 15.64702 37.92733 -31.72393
H 16.86834 39.15277 -31.57992
C 0.18199 39.60448 -29.49537
O 1.01040 39.87579 -28.34619
P 2.09483 38.85719 -27.77787
O 3.57377 39.15994 -28.01978
O 1.60492 37.39810 -28.27165
C 2.55840 36.42575 -28.52094
O 1.77699 38.73300 -26.18560
C 0.51773 38.29795 -25.68741
H 0.01610 40.50880 -30.08084
H -0.74457 39.24500 -29.04777
H 0.54603 38.81924 -30.15792
H 3.56925 36.67132 -28.19542
H 2.49449 36.39664 -29.60868
H 2.25993 35.44317 -28.15549
H 0.38359 38.56815 -24.64000
H 0.54415 37.20848 -25.66558
H -0.22351 38.34498 -26.48520
C 5.72799 32.42532 -36.83732
O 6.04894 31.22996 -36.09208
P 7.27613 31.22129 -34.97370
O 8.56196 31.82317 -35.45696
O 6.57858 31.98601 -33.77202
C 7.36808 32.13702 -32.57220
O 7.20119 29.66251 -34.45147
C 7.64035 28.63657 -35.22712
H 5.40475 32.04781 -37.80741
H 6.61864 33.05099 -36.77914
H 4.92690 32.84275 -36.22732
H 7.00768 31.47743 -31.78279
H 7.24938 33.21367 -32.45050
H 8.45312 32.03602 -32.59625
H 6.78452 27.99737 -35.44404
H 8.46596 28.12907 -34.72821
H 8.10980 28.92435 -36.16780
C 9.50864 31.77316 -16.53554
O 10.64745 31.45364 -17.39874
P 11.07069 32.70405 -18.45733
O 11.45663 33.95210 -17.82779
O 12.13764 31.95807 -19.41397
C 13.35907 31.52276 -18.96672
O 9.65730 32.84298 -19.28566
C 8.79385 34.03913 -19.37048
H 9.51624 32.82703 -16.25733
H 9.65182 31.19357 -15.62358
H 8.63215 31.69095 -17.17829
H 14.23720 31.72002 -19.58159
H 13.36552 30.43576 -18.88618
H 13.57449 31.80249 -17.93549
H 8.56688 34.25430 -20.41464
H 9.32280 34.87768 -18.91753
H 7.90489 33.76323 -18.80327
C 7.27409 48.51535 -28.18114
O 7.64344 47.50070 -29.14092
C 6.59726 46.57795 -29.57816
C 6.20090 45.54342 -28.49840
O 5.69954 46.25202 -27.40174
C 5.49663 45.67833 -26.11882
C 6.76354 45.11342 -25.39133
O 7.62548 46.10787 -24.95439
C 8.77382 45.74079 -24.14090
H 6.20735 48.72385 -28.09936
H 7.82937 49.41424 -28.44903
H 7.67330 48.29483 -27.19114
H 6.78485 45.95178 -30.45041
H 5.75211 47.24560 -29.74573
H 7.07273 44.95027 -28.22238
H 5.49251 44.78138 -28.82331
H 4.95684 44.76115 -26.35443
H 4.87543 46.25818 -25.43620
H 7.33804 44.45917 -26.04707
H 6.40380 44.54988 -24.53045
H 9.69301 45.52791 -24.68667
H 8.51063 44.79369 -23.66989
H 8.86320 46.56594 -23.43435
C 7.90146 39.99880 -34.70507
O 6.61499 39.50082 -35.09538
C 5.60851 39.57868 -34.09192
C 4.15604 39.28539 -34.68933
O 3.54223 40.27947 -35.46469
C 2.25703 40.09578 -36.16876
C 1.89424 41.24864 -37.15168
O 1.28176 42.22682 -36.39444
C 2.16919 43.03074 -35.62802
H 8.60783 40.11175 -35.52749
H 8.35066 39.19380 -34.12343
H 7.82692 40.84640 -34.02381
H 5.47528 40.59607 -33.72413
H 5.80484 38.73526 -33.42995
H 3.45920 38.84720 -33.97483
H 4.38104 38.53882 -35.45099
H 1.56317 39.99416 -35.33428
H 2.27739 39.14239 -36.69672
H 1.29163 40.91940 -37.99818
H 2.84272 41.63462 -37.52517
H 2.54143 42.44139 -34.79004
H 1.60234 43.76008 -35.04936
H 2.81336 43.73411 -36.15565
C 9.78392 38.28665 -27.83679
O 10.30044 36.96962 -28.18857
C 10.78225 36.08936 -27.13167
C 9.82139 35.29700 -26.28500
O 9.58568 33.97354 -26.90422
C 10.65943 33.03713 -26.92743
C 9.96787 31.67168 -26.96145
O 9.30187 31.29775 -25.81088
C 8.08282 31.97751 -25.63629
H 10.62022 38.98095 -27.91833
H 9.36737 38.45084 -26.84300
H 8.95741 38.58901 -28.47988
H 11.37063 36.83403 -26.59559
H 11.50584 35.38658 -27.54471
H 8.90867 35.89219 -26.25715
H 10.12507 35.06272 -25.26471
H 11.26611 33.12351 -26.02600
H 11.17071 33.15257 -27.88312
H 10.83468 31.01259 -27.00983
H 9.25541 31.56631 -27.77964
H 8.25568 32.90260 -25.08635
H 7.39318 31.37416 -25.04597
H 7.47791 32.20690 -26.51353
C 21.41999 25.99793 -33.53806
O 20.86934 27.05008 -34.37173
C 21.01800 28.41277 -33.88926
C 20.51182 29.43911 -34.95672
O 19.63730 30.35080 -34.25855
C 19.35585 31.65630 -34.78262
C 17.89290 31.96223 -34.89684
O 17.34206 31.82108 -33.56680
C 15.96167 31.71860 -33.41549
H 22.49722 26.15995 -33.57585
H 21.16093 25.04902 -34.00770
H 21.03686 25.99460 -32.51762
H 22.05175 28.63375 -33.62352
H 20.45021 28.53432 -32.96680
H 20.07907 28.90219 -35.80085
H 21.47575 29.85849 -35.24491
H 19.90688 31.70728 -35.72170
H 19.75594 32.50268 -34.22437
H 17.39684 31.11076 -35.36270
H 17.49664 32.85297 -35.38433
H 15.65272 31.39749 -32.42074
H 15.46241 31.00852 -34.07476
H 15.67289 32.76910 -33.44947
*
```

As for the relative energy (zero: lowest compared OMol25 entry of this formula, charge and spin): 2.999 eV. For the gap between HOMO and LUMO, the calculation gives 9.170 eV.

No. 4
This record from the Open Molecules 2025 dataset describes a cluster of 2 separate species, C12H17NO in total at a distorted geometry. The level of theory is ωB97M-V/def2-TZVPD.

ORCA input file:
```
! wB97M-V def2-TZVPD RIJCOSX def2/J DEFGRID3
* xyz 0 1
C 0.36936 1.08537 -3.55659
C -0.06143 1.46791 -2.07757
C 0.92532 0.91369 -1.11101
C 2.06915 1.61064 -0.82900
N 2.78512 1.02556 0.23057
C 2.00433 -0.07585 0.64804
C 2.19052 -0.92335 1.75694
C 1.43260 -2.06636 1.77525
C 0.39032 -2.31964 0.81393
C 0.15426 -1.41854 -0.17197
C 0.95850 -0.22809 -0.26672
H 0.25522 1.97075 -4.16541
H -0.37743 0.39948 -3.89652
H 1.40953 0.69416 -3.54242
H -0.26427 2.54665 -1.97719
H -1.10642 1.16135 -1.88146
H 2.53633 2.39725 -1.43788
H 3.73917 1.23859 0.43104
H 2.97707 -0.84181 2.54580
H 1.70014 -2.82897 2.51206
H 0.08036 -3.37103 0.64319
H -0.59330 -1.48678 -0.98384
C -2.44788 0.15090 0.79470
C -2.42629 -0.46753 2.18921
O -3.40092 0.14765 3.08688
H -1.36746 0.13142 0.42767
H -2.65909 1.17456 0.62974
H -3.20345 -0.48086 0.11938
H -2.55380 -1.54216 2.11943
H -1.40494 -0.27443 2.69221
H -4.11062 0.20947 2.48153
*
```

As for the relative energy (zero: lowest compared OMol25 entry of this formula, charge and spin): 2.757 eV. For the gap between HOMO and LUMO, the calculation gives 8.704 eV. The SMILES is CCc1c[nH]c2ccccc12.CCO.

No. 5
This record from the Open Molecules 2025 dataset describes a structure of composition C51H68BKN8O4P2 at a distorted geometry. The level of theory is ωB97M-V/def2-TZVPD.

ORCA input file:
```
! wB97M-V def2-TZVPD RIJCOSX def2/J DEFGRID3
* xyz -2 1
K -0.33740 0.18220 -0.52000
O 1.52300 -4.04940 -0.89910
C 1.33810 -4.29200 -2.20410
C 1.92170 -5.42060 -2.78000
C 1.71620 -5.71320 -4.11360
C 0.92660 -4.88440 -4.89600
C 0.37570 -3.74410 -4.34410
C 0.57250 -3.42510 -3.00760
C 0.03280 -2.16340 -2.42030
O 0.06600 -2.01050 -1.14920
N -0.37050 -1.31250 -3.32800
N -0.79570 -0.08770 -2.86590
C -1.12190 0.75660 -3.76960
C -1.55070 2.10200 -3.51520
C -1.85810 2.90120 -4.61630
C -2.33410 4.19110 -4.50610
C -2.55280 4.71250 -3.23400
C -2.26040 3.96330 -2.12660
C -1.69400 2.65200 -2.18650
O -1.33190 2.07340 -1.12540
H 0.97630 -3.20250 -0.73920
H 2.53200 -6.05630 -2.15440
H 2.17210 -6.59430 -4.54740
H 0.74550 -5.12410 -5.93520
H -0.21810 -3.06330 -4.93480
H -1.06820 0.46160 -4.83290
H -1.71330 2.48000 -5.60620
H -2.56230 4.77700 -5.38770
H -2.93990 5.72090 -3.12110
H -2.45710 4.34380 -1.13260
C 4.85610 2.91690 -0.63280
C 4.46160 1.48910 -0.24980
C 3.96900 1.54910 1.20090
C 5.68030 0.57000 -0.31520
P 2.94190 0.92600 -1.28550
C 3.17260 -0.92500 -1.31270
N 3.07310 -1.45750 0.01280
B 2.13260 -1.05060 1.01790
N 2.45590 -1.86990 2.15140
C 1.88040 -1.77200 3.46130
P 0.89390 -0.16890 3.49060
C -0.90390 -0.79190 3.34530
C -1.73800 0.45150 2.98640
C -0.97570 -1.79420 2.19170
C -1.50870 -1.47530 4.57380
C 1.18770 0.30840 5.35100
C 1.09310 -0.76400 6.44130
C 2.62200 0.85440 5.31570
C 0.25990 1.47640 5.68650
C 3.49140 -2.71380 1.84190
C 4.17630 -3.64050 2.60380
C 5.22350 -4.33850 2.01680
C 5.56540 -4.12410 0.69070
C 4.89060 -3.19160 -0.08570
C 3.86140 -2.47110 0.49160
C 3.34080 1.28230 -3.13470
C 2.89270 2.72140 -3.40710
C 2.41500 0.37780 -3.95050
C 4.76950 1.05900 -3.63440
H 5.59120 3.30050 0.07750
H 3.98290 3.56500 -0.59880
H 5.29760 2.97340 -1.62350
H 4.73690 1.99300 1.83700
H 3.73840 0.55900 1.58170
H 3.06480 2.14780 1.28790
H 6.47470 0.97390 0.31670
H 6.07050 0.48070 -1.32580
H 5.43600 -0.42090 0.05790
H 4.11450 -1.21900 -1.78710
H 2.34890 -1.29680 -1.92960
H 2.68620 -1.73730 4.20700
H 1.24880 -2.64220 3.68740
H -1.97230 0.45680 1.92500
H -1.19580 1.36600 3.21640
H -2.67490 0.45530 3.54230
H -0.36110 -1.47440 1.35390
H -2.00490 -1.87880 1.84610
H -0.63960 -2.78290 2.50190
H -1.67430 -0.77800 5.39200
H -0.88030 -2.29030 4.92830
H -2.47700 -1.88760 4.28250
H 1.49380 -1.71960 6.11000
H 0.06830 -0.91710 6.76970
H 1.67230 -0.44660 7.31280
H 3.34890 0.05530 5.17970
H 2.85680 1.37020 6.24850
H 2.72220 1.55610 4.48950
H -0.78400 1.17220 5.69360
H 0.38870 2.26520 4.94820
H 0.49910 1.88090 6.67280
H 3.91290 -3.82600 3.63690
H 5.78000 -5.05520 2.60840
H 6.37780 -4.69150 0.25460
H 5.16190 -3.05190 -1.12480
H 1.86880 2.84200 -3.05710
H 2.91650 2.92400 -4.47940
H 3.52190 3.45410 -2.90890
H 1.40590 0.39620 -3.55000
H 2.76150 -0.65220 -3.97310
H 2.36750 0.73390 -4.98030
H 5.48190 1.76010 -3.20540
H 4.78660 1.19340 -4.71770
H 5.10430 0.04540 -3.42210
C 1.00470 4.31690 -0.34360
N 0.18840 4.88360 0.70300
C -0.72050 5.93360 0.31930
C 0.21770 4.39340 1.94480
O 0.97950 3.55750 2.37620
H 1.63130 5.09360 -0.79070
H 0.36580 3.86200 -1.10100
H 1.62200 3.53730 0.09420
H -0.91790 5.86650 -0.74990
H -0.30090 6.92190 0.54260
H -1.66540 5.82830 0.85160
H -0.53730 4.88350 2.60060
N -8.37730 -8.28450 -1.82080
C -7.82300 -7.30080 -1.54700
C -7.20280 -6.11790 -1.17140
C -6.24470 -5.46220 -1.98590
C -5.61890 -4.32240 -1.55630
C -5.91830 -3.76750 -0.29700
C -6.86680 -4.41770 0.51550
C -7.49770 -5.55260 0.09320
N -5.27910 -2.61820 0.16110
C -5.72520 -1.80310 1.17390
C -4.78790 -0.82040 1.31800
N -3.77820 -1.00880 0.43550
C -4.09250 -2.07830 -0.24720
H -6.00820 -5.88210 -2.95550
H -4.88870 -3.83140 -2.18480
H -7.08180 -4.02330 1.49900
H -8.21450 -6.05070 0.73280
H -6.65250 -1.97740 1.68280
H -4.79500 0.01880 1.98670
H -3.47310 -2.47280 -1.02640
*
```

For the gap between HOMO and LUMO, the calculation gives 2.428 eV.

| no. | DFT total energy (Ha) |
| --- | --- |
| 1 | -382.13730 |
| 2 | -400.64847 |
| 3 | -9656.82128 |
| 4 | -597.38338 |
| 5 | -4030.74287 |